[1]
Here is one molecule with the formula C4H5NO from the Open Molecules 2025 dataset. Energies are from the ωB97M-V functional and the def2-TZVPD basis.

LUMO: 0.59 eV
F_max: 1.14 eV Å⁻¹
HOMO: -0.382 hartree
E: -7765.665 eV
ΔE to the lowest compared entry with this formula, charge and spin: 19.9 kcal/mol

Structure (ORCA input):
```
! wB97M-V def2-TZVPD RIJCOSX def2/J DEFGRID3
* xyz 0 1
C -1.541 -0.054 -0.561
C -0.323 -0.024 0.324
O -0.478 0.088 1.514
C 1.120 -0.130 -0.244
C 1.932 0.447 0.826
N 2.242 0.766 1.892
H -2.217 0.691 -0.134
H -2.016 -1.030 -0.431
H -1.378 0.142 -1.621
H 1.236 0.285 -1.253
H 1.423 -1.181 -0.310
*
```

natural (NBO) atomic charge list, values in e, 8 entries: -0.721 0.594 -0.500 -0.615 0.266 -0.276 0.254 0.249



[2]
Here is one molecule with the formula C4H5NO from the Open Molecules 2025 dataset. Energies are from the ωB97M-V functional and the def2-TZVPD basis.

LUMO: 0.94 eV
F_max: 0.59 eV Å⁻¹
HOMO: -0.296 hartree
E: -7762.088 eV
ΔE to the lowest compared entry with this formula, charge and spin: 102.3 kcal/mol

Structure (ORCA input):
```
! wB97M-V def2-TZVPD RIJCOSX def2/J DEFGRID3
* xyz 0 1
C 0.182 -1.307 -0.832
C -0.328 -0.156 -0.027
C 0.181 0.242 1.200
O -0.489 1.457 1.571
C -0.459 1.560 0.193
N -1.249 0.766 -0.545
H 0.363 -1.000 -1.865
H -0.601 -2.073 -0.846
H 1.091 -1.739 -0.402
H 1.064 -0.059 1.746
H 0.245 2.309 -0.193
*
```

natural (NBO) atomic charge list, values in e, 8 entries: -0.643 0.206 -0.056 -0.499 0.493 -0.622 0.243 0.245



[3]
Here is one molecule with the formula C4H5NO from the Open Molecules 2025 dataset. Energies are from the ωB97M-V functional and the def2-TZVPD basis.

LUMO: 1.06 eV
F_max: 0.31 eV Å⁻¹
HOMO: -0.339 hartree
E: -7766.189 eV
ΔE to the lowest compared entry with this formula, charge and spin: 7.8 kcal/mol

Structure (ORCA input):
```
! wB97M-V def2-TZVPD RIJCOSX def2/J DEFGRID3
* xyz 0 1
C -1.675 -0.186 -0.155
C -0.195 -0.044 -0.027
C 0.535 0.737 0.803
O 1.859 0.539 0.527
C 1.852 -0.368 -0.466
N 0.682 -0.754 -0.844
H -2.183 0.114 0.768
H -1.934 -1.227 -0.375
H -2.059 0.433 -0.975
H 0.306 1.446 1.583
H 2.813 -0.691 -0.840
*
```

natural (NBO) atomic charge list, values in e, 8 entries: -0.637 0.072 0.029 -0.408 0.325 -0.461 0.220 0.232



[4]
Here is C4H5NO as an isolated structure from the Open Molecules 2025 dataset. Energies are from the ωB97M-V functional and the def2-TZVPD basis.

LUMO: -0.29 eV
F_max: 1.19 eV Å⁻¹
HOMO: -0.335 hartree
E: -7761.913 eV
ΔE to the lowest compared entry with this formula, charge and spin: 106.4 kcal/mol

Structure (ORCA input):
```
! wB97M-V def2-TZVPD RIJCOSX def2/J DEFGRID3
* xyz 0 1
O -0.648 1.426 -0.731
C -0.981 0.560 0.153
C -0.287 -1.310 -0.589
C -0.014 -0.450 0.463
C 1.625 0.765 0.367
N 2.621 1.098 0.876
H 0.394 1.386 -0.674
H -1.937 0.671 0.655
H -0.300 -2.385 -0.433
H -0.428 -0.954 -1.603
H 0.030 -0.871 1.464
*
```

natural (NBO) atomic charge list, values in e, 8 entries: -0.598 0.368 -0.415 -0.243 -0.101 -0.406 0.484 0.209



[5]
Here is one molecule with the formula C4H5NO from the Open Molecules 2025 dataset. Energies are from the ωB97M-V functional and the def2-TZVPD basis.

LUMO: 1.00 eV
F_max: 0.35 eV Å⁻¹
HOMO: -0.336 hartree
E: -7766.218 eV
ΔE to the lowest compared entry with this formula, charge and spin: 7.1 kcal/mol

Structure (ORCA input):
```
! wB97M-V def2-TZVPD RIJCOSX def2/J DEFGRID3
* xyz 0 1
C 0.382 -0.368 1.591
C -0.036 -0.027 0.207
C -0.691 -0.702 -0.762
N -0.662 0.031 -1.942
C 0.002 1.089 -1.627
O 0.422 1.136 -0.345
H 0.208 0.445 2.304
H -0.180 -1.246 1.925
H 1.445 -0.612 1.595
H -1.149 -1.679 -0.694
H 0.258 1.933 -2.253
*
```

natural (NBO) atomic charge list, values in e, 8 entries: -0.653 0.246 -0.134 -0.451 0.311 -0.415 0.230 0.231



[6]
Here is one molecule with the formula C4H5NO from the Open Molecules 2025 dataset. Energies are from the ωB97M-V functional and the def2-TZVPD basis.

LUMO: 0.81 eV
F_max: 2.49 eV Å⁻¹
HOMO: -0.355 hartree
E: -7765.677 eV
ΔE to the lowest compared entry with this formula, charge and spin: 19.6 kcal/mol

Structure (ORCA input):
```
! wB97M-V def2-TZVPD RIJCOSX def2/J DEFGRID3
* xyz 0 1
O 2.278 -1.069 0.081
C 1.212 -0.493 0.009
N -0.009 -1.113 -0.103
C -1.083 -0.186 -0.167
C -0.387 1.137 0.104
C 0.965 1.002 0.082
H -0.118 -2.062 0.200
H -1.941 -0.488 0.481
H -1.529 -0.077 -1.179
H -1.254 1.705 0.343
H 1.866 1.643 0.148
*
```

natural (NBO) atomic charge list, values in e, 8 entries: -0.602 0.632 -0.624 -0.253 -0.155 -0.299 0.411 0.206



[7]
Here is one molecule with the formula C4H5NO from the Open Molecules 2025 dataset. Energies are from the ωB97M-V functional and the def2-TZVPD basis.

LUMO: 1.01 eV
F_max: 0.32 eV Å⁻¹
HOMO: -0.334 hartree
E: -7766.190 eV
ΔE to the lowest compared entry with this formula, charge and spin: 7.8 kcal/mol

Structure (ORCA input):
```
! wB97M-V def2-TZVPD RIJCOSX def2/J DEFGRID3
* xyz 0 1
C 1.616 0.058 0.463
C 0.189 -0.056 0.052
C -0.419 -0.248 -1.141
N -1.794 -0.135 -0.992
C -1.946 0.108 0.263
O -0.798 0.169 0.973
H 1.747 -0.107 1.535
H 2.218 -0.679 -0.077
H 2.007 1.052 0.215
H 0.046 -0.432 -2.100
H -2.866 0.270 0.808
*
```

natural (NBO) atomic charge list, values in e, 8 entries: -0.658 0.245 -0.135 -0.450 0.308 -0.413 0.235 0.233



[8]
Here is a 2-piece molecular cluster, C4H5NO overall from the Open Molecules 2025 dataset. Energies are from the ωB97M-V functional and the def2-TZVPD basis.

LUMO: 0.18 eV
F_max: 4.42 eV Å⁻¹
HOMO: -0.334 hartree
E: -7759.838 eV
ΔE to the lowest compared entry with this formula, charge and spin: 154.2 kcal/mol

Structure (ORCA input):
```
! wB97M-V def2-TZVPD RIJCOSX def2/J DEFGRID3
* xyz 0 1
C -1.707 1.041 1.019
C -0.559 0.257 0.953
C -1.476 0.228 -0.170
C 2.141 -0.454 0.050
N -1.993 -0.429 -1.131
O 2.507 -0.349 -1.196
H -2.385 1.732 1.436
H 2.253 0.590 0.486
H 0.066 -0.311 1.599
H -1.246 -1.072 -1.420
H 2.401 -1.233 -1.627
*
```

natural (NBO) atomic charge list, values in e, 8 entries: -0.157 -0.198 0.240 0.069 -0.699 -0.632 0.233 0.070